# 1
{
  "formula": "C3H3FOS",
  "method": "the ωB97M-V functional and the def2-TZVPD basis",
  "symbols": ["C", "C", "F", "C", "O", "S", "H", "H", "H"],
  "positions_angstrom": [[-0.83, 1.27, 0.46], [0.07, 0.48, -0.15], [1.25, 0.91, -0.73], [0.10, -1.05, -0.08], [1.22, -1.64, -0.59], [-1.20, -1.94, 0.36], [-1.66, 0.66, 0.86], [-0.99, 2.36, 0.44], [2.02, -1.05, -0.57]],
  "lowdin_charge": [0.09, -0.32, 0.01, -0.79, -0.01, 0.75, 0.05, 0.09, 0.13],
  "e_tot_ha": -689.3580,
  "charge": 0,
  "multiplicity": 1,
  "e_above_lowest_kcal_mol": 15.1,
  "gap_ev": 8.5029
}

# 2
{
  "formula": "C3H3FOS",
  "method": "the ωB97M-V functional and the def2-TZVPD basis",
  "symbols": ["O", "C", "S", "C", "C", "F", "H", "H", "H"],
  "positions_angstrom": [[1.94, 0.92, -0.02], [1.04, 0.15, -0.06], [1.12, -1.66, -0.08], [-0.38, 0.79, 0.02], [-1.54, 0.08, -0.07], [-1.61, -1.22, 0.03], [2.41, -1.58, 0.44], [-0.49, 1.91, -0.10], [-2.48, 0.61, -0.16]],
  "lowdin_charge": [0.02, -0.77, 0.81, -0.04, -0.18, 0.01, -0.09, 0.13, 0.11],
  "e_tot_ha": -689.3626,
  "charge": 0,
  "multiplicity": 1,
  "e_above_lowest_kcal_mol": 12.2,
  "gap_ev": 10.4583
}

# 3
{
  "formula": "C3H3FP2",
  "method": "the ωB97M-V functional and the def2-TZVPD basis",
  "symbols": ["F", "P", "C", "C", "P", "C", "H", "H", "H"],
  "positions_angstrom": [[-3.08, -0.52, -0.08], [-1.65, -1.22, -0.23], [-0.46, -0.03, 0.07], [0.28, 1.29, 0.52], [1.98, 0.85, 0.28], [0.91, -0.62, -0.13], [-0.06, 2.39, 0.68], [0.99, -0.50, -1.21], [1.09, -1.64, 0.11]],
  "lowdin_charge": [-0.39, 0.94, -0.60, -0.38, 0.94, -0.64, 0.05, 0.04, 0.05],
  "e_tot_ha": -898.5739,
  "charge": 0,
  "multiplicity": 1,
  "e_above_lowest_kcal_mol": 24.2,
  "gap_ev": 7.5301
}

# 4
{
  "formula": "C3H3FS2",
  "method": "the ωB97M-V functional and the def2-TZVPD basis",
  "symbols": ["F", "S", "C", "C", "C", "S", "H", "H", "H"],
  "positions_angstrom": [[1.33, 1.34, -2.89], [0.63, -0.15, -2.72], [0.25, 0.16, -0.59], [-0.15, -0.67, 0.37], [-0.64, -0.10, 1.54], [-1.05, -1.06, 2.77], [0.36, 1.26, -0.56], [-0.14, -1.76, 0.51], [-0.58, 0.99, 1.56]],
  "lowdin_charge": [-0.56, 0.79, -0.15, -0.32, -0.72, 0.72, 0.07, 0.10, 0.07],
  "e_tot_ha": -1012.2198,
  "charge": 0,
  "multiplicity": 1,
  "e_above_lowest_kcal_mol": 59.9,
  "gap_ev": 7.9591
}

# 5
{
  "formula": "C3H3FS2",
  "method": "the ωB97M-V functional and the def2-TZVPD basis",
  "symbols": ["F", "C", "C", "S", "C", "S", "H", "H", "H"],
  "positions_angstrom": [[0.46, -0.59, -1.51], [0.31, -0.24, -0.21], [-0.85, -1.07, 0.08], [-1.47, -1.06, 1.64], [0.37, 1.18, 0.02], [0.71, 2.14, 1.35], [1.31, -0.46, 0.43], [-1.39, -1.61, -0.76], [0.55, 1.72, -1.04]],
  "lowdin_charge": [-0.02, -0.58, -0.54, 0.68, -0.61, 0.66, 0.20, 0.10, 0.12],
  "e_tot_ha": -1012.2369,
  "charge": 0,
  "multiplicity": 1,
  "e_above_lowest_kcal_mol": 49.2,
  "gap_ev": 7.7629
}

# 6
{
  "formula": "C3H3GaO2",
  "method": "the ωB97M-V functional and the def2-TZVPD basis",
  "symbols": ["O", "C", "C", "C", "H", "H", "H", "O", "Ga"],
  "positions_angstrom": [[-0.49, 1.04, 0.25], [1.17, -0.75, 0.23], [-1.44, -0.02, -0.12], [-0.10, -0.36, 0.27], [1.50, -1.72, -0.20], [-1.71, 0.00, -1.18], [-2.26, -0.11, 0.59], [2.13, 0.17, 0.12], [1.20, 1.74, 0.04]],
  "lowdin_charge": [-0.02, 0.01, 0.16, 0.03, 0.22, 0.19, 0.19, 0.05, 1.18],
  "e_tot_ha": -2190.4398,
  "charge": 2,
  "multiplicity": 1,
  "e_above_lowest_kcal_mol": 74.4,
  "gap_ev": [6.6513, 8.6558]
}

# 7
{
  "formula": "C3H3I",
  "method": "the ωB97M-V functional and the def2-TZVPD basis",
  "symbols": ["I", "C", "C", "C", "H", "H", "H"],
  "positions_angstrom": [[3.71, -0.03, 0.01], [1.49, -0.28, 0.06], [0.39, -0.99, 0.01], [0.16, 0.50, -0.03], [-0.04, -1.89, -0.24], [-0.20, 1.04, -0.88], [-0.14, 1.08, 0.91]],
  "lowdin_charge": [0.66, -0.61, -0.09, -0.18, 0.07, 0.06, 0.09],
  "e_tot_ha": -413.6816,
  "charge": 0,
  "multiplicity": 1,
  "e_above_lowest_kcal_mol": 22.1,
  "gap_ev": 8.9986
}

# 8
{
  "formula": "C3H3I2N",
  "method": "the ωB97M-V functional and the def2-TZVPD basis",
  "symbols": ["C", "C", "C", "N", "I", "I", "H", "H", "H"],
  "positions_angstrom": [[0.11, 2.55, 0.18], [-0.46, 0.15, 0.79], [0.18, 1.14, -0.14], [0.18, 3.65, 0.53], [-2.51, -0.07, 0.11], [2.94, 0.11, 0.05], [-0.19, -0.89, 0.65], [-0.48, 0.37, 1.94], [0.14, 0.73, -1.21]],
  "lowdin_charge": [-0.25, -0.70, -0.38, 0.19, 0.78, 0.17, 0.00, 0.11, 0.09],
  "e_tot_ha": -766.1691,
  "charge": 0,
  "multiplicity": 1,
  "e_above_lowest_kcal_mol": 35.8,
  "gap_ev": [6.5317, 6.5306]
}

# 9
{
  "formula": "C3H3I3O",
  "method": "the ωB97M-V functional and the def2-TZVPD basis",
  "symbols": ["C", "C", "C", "O", "I", "I", "I", "H", "H", "H"],
  "positions_angstrom": [[-0.48, -1.59, -0.22], [0.12, -2.28, 0.71], [0.47, 1.46, -0.22], [-0.39, 1.32, -1.16], [-0.02, -2.46, 2.75], [2.39, 1.28, -1.08], [0.13, 3.05, 1.20], [-1.04, -0.79, -0.03], [0.02, -1.66, -1.24], [-1.21, 1.69, -0.72]],
  "lowdin_charge": [-0.19, -0.65, -1.37, -0.23, 0.77, 0.77, 0.72, -0.03, 0.09, 0.10],
  "e_tot_ha": -1084.2263,
  "charge": 0,
  "multiplicity": 1,
  "e_above_lowest_kcal_mol": 105.7,
  "gap_ev": [7.8554, 7.0362]
}

# 10
{
  "formula": "C3H3IN2O",
  "method": "the ωB97M-V functional and the def2-TZVPD basis",
  "symbols": ["C", "C", "C", "N", "N", "O", "I", "H", "H", "H"],
  "positions_angstrom": [[-0.89, -0.44, -0.43], [-1.70, 0.63, -0.62], [0.00, 0.02, 0.59], [-0.22, 1.27, 0.92], [2.46, -1.56, 0.92], [-1.24, 1.70, 0.12], [3.69, -0.47, -0.03], [-1.10, -1.43, -0.83], [-2.25, 1.04, -1.49], [1.24, -0.76, 0.84]],
  "lowdin_charge": [-0.08, -0.12, -0.17, 0.03, -0.64, -0.08, 0.82, 0.10, 0.13, 0.02],
  "e_tot_ha": -598.2913,
  "charge": 0,
  "multiplicity": 1,
  "e_above_lowest_kcal_mol": 153.6,
  "gap_ev": [7.5229, 7.2475]
}

# 11
{
  "formula": "C3H3IO",
  "method": "the ωB97M-V functional and the def2-TZVPD basis",
  "symbols": ["C", "C", "C", "O", "I", "H", "H", "H"],
  "positions_angstrom": [[-0.85, 0.84, -0.03], [-1.25, 1.51, -0.92], [-0.39, -0.28, 0.83], [-2.35, 2.92, -1.63], [-1.79, 4.07, -3.04], [-0.28, -1.05, -0.03], [0.53, -0.01, 1.23], [-1.08, -0.49, 1.55]],
  "lowdin_charge": [-0.18, 0.08, -0.08, -0.92, 0.87, 0.12, 0.05, 0.04],
  "e_tot_ha": -488.7909,
  "charge": 0,
  "multiplicity": 1,
  "e_above_lowest_kcal_mol": 126.2,
  "gap_ev": 7.5881
}

# 12
{
  "formula": "C3H3KLiO3",
  "method": "the ωB97M-V functional and the def2-TZVPD basis",
  "symbols": ["C", "C", "O", "H", "H", "H", "O", "C", "O", "K", "Li"],
  "positions_angstrom": [[1.02, 1.82, 1.29], [1.36, 0.62, 0.76], [0.56, -0.21, 0.14], [1.78, 2.47, 1.72], [2.38, 0.23, 0.97], [0.00, 2.20, 1.15], [-1.78, -2.26, -0.40], [-1.95, -2.24, -1.63], [-1.81, -1.33, -2.44], [-1.35, 0.48, -2.13], [-0.21, -1.78, 0.58]],
  "mulliken_spin": [0.00, 0.00, 0.00, 0.00, 0.00, 0.00, 0.05, 0.93, 0.05, -0.02, -0.01],
  "e_tot_ha": -949.2788,
  "charge": 0,
  "s2": 0.753,
  "multiplicity": 2,
  "e_above_lowest_kcal_mol": 16.3,
  "gap_ev": [7.0559, 6.9679]
}